Computed, not measured: 5 unconnected molecules or ions with the total composition C12H23BClN3O4 in a non-equilibrium geometry, with ωB97M-V/def2-TZVPD.

Atoms and positions in Å:
Cl: 4.106 5.059 4.178
O: 3.218 4.371 3.279
O: 5.358 4.331 4.486
O: 4.564 6.285 3.530
O: 3.417 5.311 5.443
B: 3.302 1.060 4.356
H: 3.687 1.933 4.860
H: 3.463 1.117 3.290
H: 3.777 0.153 4.696
H: 2.268 0.873 4.602
C: -1.136 3.471 8.659
C: -0.219 4.648 8.493
C: 1.113 4.194 7.755
C: 0.849 3.591 6.417
N: 0.606 3.076 5.373
H: -1.387 3.044 7.688
H: -2.056 3.514 9.241
H: -0.699 2.571 9.092
H: 0.007 4.999 9.499
H: -0.662 5.517 8.006
H: 1.742 3.467 8.270
H: 1.650 5.124 7.572
C: 5.384 6.573 -1.564
C: 4.191 5.591 -1.319
C: 3.734 5.480 0.075
C: 2.485 4.709 0.127
N: 1.515 4.189 0.233
H: 5.965 6.549 -2.486
H: 6.215 6.309 -0.910
H: 4.940 7.564 -1.465
H: 4.545 4.625 -1.681
H: 3.383 5.707 -2.042
H: 3.504 6.480 0.443
H: 4.468 5.108 0.790
N: 6.588 7.604 6.230
C: 6.843 6.434 6.825
C: 7.681 6.652 7.939
C: 7.977 8.006 7.961
C: 7.269 8.609 6.924
H: 5.928 7.769 5.483
H: 6.613 5.489 6.354
H: 8.002 5.812 8.538
H: 8.625 8.507 8.666
H: 7.234 9.645 6.621

Properties
Frontier orbital gap, eV: 5.5697
Total charge: -2
Multiplicity: 1

Computed, not measured: C5H5N in the gas phase in a non-equilibrium geometry, with ωB97M-V/def2-TZVPD.

Atoms and positions in Å:
C: -0.679 -0.382 -0.840
C: -0.733 -0.942 0.386
C: 0.087 -0.354 1.318
C: 0.995 0.986 -0.039
C: 0.249 0.531 -1.103
H: -1.556 -0.367 -1.625
H: -1.352 -1.741 0.788
H: 0.100 -0.867 2.191
H: 1.610 1.796 -0.244
H: 0.362 0.839 -2.042
N: 0.917 0.501 1.210

Properties
Frontier orbital gap, eV: 10.5276
ΔE to the lowest compared entry with this formula, charge and spin, kcal/mol: 41.5
SMILES string: c1ccncc1
Total charge: 0
Multiplicity: 1

Computed, not measured: a molecular structure, C14H35BaF6HgNO23S4Zn in a non-equilibrium geometry, with ωB97M-V/def2-TZVPD.

Atoms and positions in Å:
Ba: -4.142 -1.051 0.895
Hg: -0.654 -1.920 -3.259
Zn: 1.095 1.902 -0.378
S: -3.553 -2.158 -2.881
O: -3.814 -2.048 -1.462
O: -2.822 -0.948 -3.320
O: -2.546 -3.139 -3.046
O: -4.716 -2.408 -3.614
S: -0.577 0.020 -0.184
O: -1.540 -0.466 0.783
O: 0.769 0.086 0.333
O: -0.594 -0.706 -1.439
O: -0.715 1.463 -0.424
C: 3.023 0.964 -4.407
F: 2.808 0.219 -5.524
F: 3.706 0.326 -3.406
F: 3.605 2.122 -4.701
S: 1.203 1.316 -3.808
O: 0.391 0.077 -4.059
O: 1.292 1.626 -2.357
O: 0.688 2.442 -4.612
C: 5.114 -0.171 -0.057
F: 4.966 -0.739 -1.235
F: 4.441 -0.884 0.963
F: 6.378 -0.116 0.275
S: 4.562 1.705 -0.340
O: 3.110 1.661 -0.390
O: 5.065 2.423 0.841
O: 5.205 2.104 -1.579
C: -2.945 1.789 2.737
C: -3.599 1.041 3.942
O: -3.934 -0.352 3.638
O: -3.806 1.895 1.599
H: -1.955 1.429 2.454
H: -2.820 2.811 3.094
H: -4.521 1.592 4.126
H: -2.969 1.216 4.814
H: -4.442 -0.579 4.421
H: -3.354 2.413 0.928
C: -3.284 2.820 -2.072
C: -4.540 1.939 -1.855
O: -4.220 0.626 -1.421
O: -2.825 3.177 -0.786
H: -3.587 3.776 -2.499
H: -2.518 2.284 -2.633
H: -5.043 1.935 -2.822
H: -5.326 2.399 -1.256
H: -3.616 0.278 -2.081
H: -2.132 2.535 -0.614
C: 1.072 -1.289 4.084
C: -0.459 -1.133 4.137
O: -1.078 -1.840 3.085
O: 1.632 -0.292 3.223
H: 1.387 -2.294 3.800
H: 1.509 -1.233 5.081
H: -0.739 -0.080 4.138
H: -0.844 -1.536 5.074
H: -1.187 -1.291 2.305
H: 1.496 -0.564 2.312
C: 1.421 4.662 0.174
C: 0.856 4.111 1.522
O: 1.312 2.788 1.683
O: 0.887 3.921 -0.886
H: 2.510 4.601 0.152
H: 1.183 5.725 0.148
H: -0.234 4.144 1.510
H: 1.312 4.701 2.317
H: 1.109 2.490 2.573
H: 0.304 4.535 -1.339
C: 2.137 -2.582 -1.289
C: 1.442 -3.927 -1.594
C: 1.662 -5.027 -0.569
O: 0.966 -4.719 0.643
C: 1.804 -4.778 1.736
N: 0.033 -3.619 -1.705
H: 3.216 -2.700 -1.395
H: 1.922 -2.243 -0.276
H: 1.806 -1.794 -1.965
H: 1.820 -4.398 -2.501
H: 2.740 -5.105 -0.425
H: 1.148 -5.945 -0.855
H: 1.330 -4.461 2.664
H: 2.646 -4.092 1.648
H: 2.117 -5.799 1.954
H: -0.111 -3.149 -0.822
H: -0.437 -4.511 -1.660

Properties
Frontier orbital gap (spin up / spin down), eV: 6.0363 / 2.7429
Total charge: +1
Multiplicity: 2

Computed, not measured: C7H8N2O in the gas phase in a non-equilibrium geometry, with ωB97M-V/def2-TZVPD.

Atoms and positions in Å:
C: 3.212 -0.105 -0.816
C: 2.182 0.058 0.190
C: -0.313 -0.345 -0.033
C: -0.619 0.996 -0.265
C: -2.000 1.328 -0.313
C: -2.992 0.396 -0.045
C: -2.494 -0.919 0.091
H: 2.798 0.164 -1.838
H: 3.510 -1.202 -1.212
H: 4.010 0.453 -0.506
H: 0.930 -1.832 0.560
H: 0.132 1.588 -0.219
H: -2.375 2.551 -0.294
H: -3.905 0.523 -0.040
H: -3.230 -1.910 0.060
N: 1.008 -0.805 -0.030
N: -1.247 -1.298 0.200
O: 2.243 0.742 1.182

Properties
Frontier orbital gap, eV: 9.0111
ΔE to the lowest compared entry with this formula, charge and spin, kcal/mol: 70.4
SMILES string: CC(=O)Nc1ccccn1
Total charge: 0
Multiplicity: 1

Computed, not measured: a molecular structure, C49H28HfN9O5S in a non-equilibrium geometry, with ωB97M-V/def2-TZVPD.

Atoms and positions in Å:
Hf: 0.250 0.180 1.080
C: 0.005 6.512 1.220
C: 0.113 6.320 2.605
C: 0.491 5.100 3.135
C: 0.753 4.073 2.239
C: 1.136 2.687 2.448
N: 1.250 2.069 1.220
C: 0.970 2.993 0.232
N: 1.072 2.790 -1.062
C: 1.241 1.589 -1.596
C: 1.678 1.356 -2.958
C: 2.060 2.229 -3.971
C: 2.439 1.669 -5.176
C: 2.447 0.279 -5.362
C: 2.076 -0.589 -4.352
C: 1.683 -0.026 -3.144
C: 1.259 -0.620 -1.887
N: 1.163 -1.911 -1.677
C: 1.010 -2.474 -0.491
N: 0.990 -1.841 0.732
C: 1.057 -2.790 1.719
N: 1.183 -2.572 3.022
C: 1.353 -1.384 3.564
N: 1.290 -0.169 2.921
C: 1.470 0.840 3.835
N: 1.339 2.137 3.624
C: 1.737 0.242 5.129
C: 2.017 0.809 6.368
C: 2.209 -0.053 7.430
C: 2.127 -1.444 7.264
C: 1.849 -2.009 6.034
C: 1.652 -1.142 4.964
C: 1.034 -4.103 1.111
C: 1.084 -5.384 1.656
C: 1.080 -6.447 0.778
C: 1.044 -6.247 -0.614
C: 1.012 -4.979 -1.157
C: 0.999 -3.904 -0.270
N: 0.965 0.390 -0.999
C: 0.642 4.262 0.861
C: 0.269 5.489 0.327
H: -0.293 7.483 0.847
H: -0.104 7.148 3.266
H: 0.577 4.941 4.201
H: 2.056 3.299 -3.817
H: 2.731 2.309 -5.997
H: 2.748 -0.117 -6.323
H: 2.083 -1.661 -4.491
H: 2.079 1.882 6.484
H: 2.430 0.346 8.411
H: 2.288 -2.084 8.122
H: 1.791 -3.081 5.903
H: 1.127 -5.535 2.726
H: 1.110 -7.459 1.160
H: 1.047 -7.109 -1.266
H: 0.997 -4.819 -2.226
H: 0.190 5.633 -0.741
O: -1.702 -3.642 2.703
C: -2.331 -2.517 2.423
O: -1.818 -1.565 1.472
C: -3.560 -1.982 2.430
C: -4.828 -1.806 3.086
C: -5.296 -0.544 3.088
C: -4.489 0.557 2.572
C: -3.373 0.315 1.872
N: -3.168 -1.013 1.452
C: -2.289 1.286 1.478
O: -2.601 2.624 1.694
O: -1.192 0.958 2.245
H: -0.905 -3.472 3.233
H: -5.328 -2.618 3.591
H: -6.239 -0.315 3.565
H: -4.766 1.576 2.801
H: -3.379 2.859 1.173
C: 0.589 -0.235 -8.869
C: 0.262 0.138 -7.449
O: 1.028 0.671 -6.696
S: -1.388 -0.397 -6.980
C: -1.450 0.017 -5.262
C: -1.170 1.303 -4.804
C: -1.302 1.595 -3.461
C: -1.733 0.606 -2.571
C: -2.012 -0.682 -3.030
C: -1.861 -0.973 -4.373
C: -1.867 0.900 -1.184
C: -1.930 1.036 0.019
H: 1.270 0.506 -9.279
H: -0.304 -0.319 -9.487
H: 1.091 -1.205 -8.857
H: -0.848 2.067 -5.496
H: -1.074 2.586 -3.090
H: -2.331 -1.445 -2.332
H: -2.061 -1.972 -4.737

Properties
Frontier orbital gap (spin up / spin down), eV: 4.6162 / 4.6154
ΔE to the lowest compared entry with this formula, charge and spin, kcal/mol: 141.7
Total charge: +1
Multiplicity: 1

Computed, not measured: C3H7NO3 in the gas phase in a non-equilibrium geometry, with ωB97M-V/def2-TZVPD.

Atoms and positions in Å:
O: -1.723 0.452 -1.704
C: -1.529 0.218 -0.555
O: -2.557 0.113 0.309
C: -0.218 -0.123 0.123
C: 1.070 -0.071 -0.727
O: 1.990 -0.887 -0.043
N: -0.020 0.601 1.374
H: -2.304 -0.180 1.193
H: -0.381 -1.210 0.231
H: 0.914 -0.386 -1.759
H: 1.267 1.011 -0.779
H: 2.534 -1.342 -0.680
H: 0.158 1.577 1.175
H: 0.798 0.228 1.840

Properties
Frontier orbital gap, eV: 10.6621
ΔE to the lowest compared entry with this formula, charge and spin, kcal/mol: 34.2
SMILES string: N[C@H](CO)C(=O)O
Total charge: 0
Multiplicity: 1

Computed, not measured: a molecular structure, C33H30AuN4OP in a non-equilibrium geometry, with ωB97M-V/def2-TZVPD.

Atoms and positions in Å:
Au: -0.570 -0.804 -0.392
C: -3.405 2.331 4.324
C: -3.897 1.435 3.383
C: -3.014 0.744 2.571
C: -1.639 0.956 2.706
C: -1.142 1.861 3.645
C: -2.038 2.536 4.460
P: -0.495 -0.023 1.767
C: 1.057 0.911 1.661
C: 2.270 0.380 2.092
C: 3.415 1.167 2.053
C: 3.355 2.471 1.575
C: 2.149 2.995 1.123
C: 1.002 2.216 1.161
C: -0.115 -1.508 2.659
C: -0.279 -1.723 3.998
C: 0.317 -2.867 4.583
C: 1.055 -3.728 3.819
C: 1.175 -3.551 2.413
C: 1.882 -4.445 1.571
C: 1.901 -4.254 0.220
C: 1.188 -3.176 -0.374
C: 0.540 -2.291 0.431
C: 0.539 -2.437 1.836
H: -4.093 2.873 4.959
H: -4.962 1.274 3.286
H: -3.395 0.022 1.857
H: -0.079 2.022 3.757
H: -1.664 3.226 5.204
H: 2.327 -0.630 2.474
H: 4.351 0.765 2.418
H: 4.249 3.081 1.559
H: 2.098 4.013 0.761
H: 0.060 2.635 0.822
H: -0.826 -1.019 4.614
H: 0.206 -3.040 5.645
H: 1.550 -4.575 4.279
H: 2.387 -5.295 2.012
H: 2.448 -4.935 -0.418
H: 1.152 -3.090 -1.451
N: -2.525 0.194 -0.945
C: -2.498 1.204 -2.009
C: -1.341 1.936 -2.211
C: -1.311 2.916 -3.194
C: -2.436 3.158 -3.968
C: -3.591 2.415 -3.763
C: -3.623 1.432 -2.782
H: -2.922 0.610 -0.108
H: -3.121 -0.584 -1.215
H: -0.458 1.731 -1.614
H: -0.406 3.487 -3.359
H: -2.412 3.920 -4.735
H: -4.471 2.599 -4.363
H: -4.530 0.863 -2.609
C: -0.080 -2.025 -5.155
N: 0.826 -1.282 -4.264
C: 2.058 -0.853 -4.669
C: 2.896 -0.205 -3.837
C: 2.439 0.028 -2.503
N: 1.229 -0.385 -2.130
C: 0.437 -1.042 -2.983
O: -0.686 -1.451 -2.567
N: 3.189 0.664 -1.607
H: 0.397 -2.127 -6.125
H: -1.019 -1.487 -5.255
H: -0.282 -3.007 -4.736
H: 2.317 -1.070 -5.696
H: 3.875 0.110 -4.165
H: 4.124 0.956 -1.833
H: 2.865 0.773 -0.658

Properties
Frontier orbital gap, eV: 6.9461
ΔE to the lowest compared entry with this formula, charge and spin, kcal/mol: 23.6
Total charge: +2
Multiplicity: 1

Computed, not measured: 2 unconnected molecules or ions with the total composition C5H13NO in a non-equilibrium geometry, with ωB97M-V/def2-TZVPD.

Atoms and positions in Å:
C: -3.450 -0.206 0.653
C: -1.981 -0.300 1.332
C: -0.932 0.685 0.799
C: -0.141 0.177 -0.433
C: 1.245 2.170 -0.624
N: 1.092 0.935 -0.514
H: -3.555 -0.967 -0.116
H: -4.082 -0.297 1.532
H: -3.630 0.788 0.167
H: -2.217 -0.139 2.384
H: -1.662 -1.355 1.125
H: -1.374 1.563 0.390
H: -0.264 0.942 1.633
H: -0.635 0.115 -1.404
H: 0.287 -0.852 -0.256
H: 2.353 2.495 -0.394
H: 0.394 2.920 -0.829
H: 4.415 -3.412 -1.090
H: 3.964 -2.064 -1.713
O: 3.775 -2.696 -1.006

Properties
Frontier orbital gap, eV: 9.8338
ΔE to the lowest compared entry with this formula, charge and spin, kcal/mol: 58.4
SMILES string: C=NCCCC.O
Total charge: 0
Multiplicity: 1